No. 1
{"formula": "C2H7NS2", "method": "ωB97M-V/def2-TZVPD", "symbols": ["C", "C", "N", "S", "S", "H", "H", "H", "H", "H", "H", "H"], "xyz": [[1.28203, -1.45609, -1.00662], [-1.65217, 1.18684, 1.32261], [1.25502, -0.83712, 0.30538], [1.20517, 0.72083, 0.43899], [-0.82964, 1.66078, -0.16705], [1.02715, -2.46439, -1.06252], [0.67304, -1.01855, -1.75610], [2.33045, -1.44784, -1.58258], [-1.29668, 0.18254, 1.53661], [-2.80885, 1.29772, 1.23652], [-1.54960, 1.90527, 2.21921], [1.77167, 1.30297, -0.69191]], "mulliken_charge": [-0.818, -0.732, -0.310, 0.076, -0.145, 0.340, 0.342, 0.254, 0.272, 0.274, 0.263, 0.183], "relative_energy_kcal_mol": 61.9, "homo_ha": -0.3185, "max_force_ev_per_a": 3.52, "total_energy_ha": -931.424884}

No. 2
{"formula": "C2H7NS2", "method": "ωB97M-V/def2-TZVPD", "symbols": ["C", "N", "H", "H", "H", "C", "S", "S", "H", "H", "H", "H"], "xyz": [[2.46091, -0.87661, 0.67749], [2.53087, -0.12597, -0.36536], [1.58964, -1.56850, 0.86289], [3.27018, -0.98053, 1.44073], [3.51192, -0.07753, -0.64877], [-0.84359, 0.67921, -1.79610], [-1.04852, -0.56515, -0.46488], [-1.06396, 0.67613, 1.23536], [-1.67188, 0.61000, -2.49237], [0.12994, 0.34008, -2.19715], [-0.64746, 1.72819, -1.44390], [0.19741, 0.23871, 1.42009]], "mulliken_charge": [-0.392, -0.378, 0.320, 0.249, 0.224, -0.686, -0.110, -0.185, 0.298, 0.229, 0.286, 0.146], "relative_energy_kcal_mol": 39.1, "homo_ha": -0.3168, "max_force_ev_per_a": 2.53, "total_energy_ha": -931.461209}

No. 3
{"formula": "C2H7NS2", "method": "ωB97M-V/def2-TZVPD", "symbols": ["C", "C", "N", "S", "S", "H", "H", "H", "H", "H", "H", "H"], "xyz": [[-1.66706, -1.44915, -0.67663], [-0.84029, -0.63050, 0.23586], [2.67275, 1.98143, 0.40238], [-0.40057, 1.05539, -0.36108], [1.32948, 1.70096, 1.29391], [-2.43972, -0.99797, -1.14051], [-1.06007, -1.69473, -1.51149], [-2.14724, -2.42808, -0.25356], [0.07769, -1.19289, 0.59545], [-1.39538, -0.42831, 1.27202], [3.18897, 1.12119, 0.12463], [2.68144, 2.96266, 0.01902]], "lowdin_spin": [0.013, 0.097, 0.205, 0.993, 0.644, 0.003, 0.001, 0.001, 0.014, 0.027, 0.001, 0.002], "relative_energy_kcal_mol": 12.2, "homo_ha": [-0.2245, -0.3069], "spin_multiplicity": 3, "max_force_ev_per_a": 3.70, "total_energy_ha": -931.385140}

No. 4
{"formula": "C2H7NS2", "method": "ωB97M-V/def2-TZVPD", "symbols": ["C", "S", "S", "H", "H", "H", "H", "C", "N", "H", "H", "H"], "xyz": [[0.24621, -2.25100, 0.60537], [-0.62010, -1.45136, -0.74687], [0.88895, -1.15968, -2.03271], [0.73757, -3.16040, 0.26330], [-0.50146, -2.49901, 1.35881], [0.94361, -1.53020, 1.02987], [0.48654, 0.07843, -2.39233], [-0.70126, 2.26979, 0.11743], [-0.33099, 3.00078, 1.06683], [-1.69896, 2.42105, -0.29214], [-0.07226, 1.49170, -0.34118], [0.62214, 2.78990, 1.36363]], "lowdin_spin": [0.059, 0.530, 0.358, 0.011, -0.001, 0.013, 0.021, 0.002, 0.003, 0.000, 0.003, 0.000], "relative_energy_kcal_mol": 16.5, "homo_ha": [-0.4903, -0.4897], "spin_multiplicity": 2, "max_force_ev_per_a": 0.50, "charge": 1, "total_energy_ha": -931.169683}